[1]
{"formula": "C28H77N7O7", "method": "ωB97M-V/def2-TZVPD", "total_charge": 1, "mol_weight_g_mol": 624.0, "orbital_gap_ev": [8.0590, 3.1160], "spin_multiplicity": 2, "max_force_ev_per_a": 2.8, "e_lumo_ev": [-2.40, -7.35], "homo_energy_ev": [-10.46, -10.46], "species": ["N", "C", "H", "C", "H", "H", "H", "C", "H", "H", "H", "H", "H", "H", "C", "H", "H", "N", "H", "H", "H", "H", "C", "C", "C", "H", "H", "N", "H", "C", "H", "C", "H", "H", "N", "H", "C", "H", "H", "H", "O", "H", "H", "H", "H", "H", "C", "C", "O", "H", "H", "O", "H", "H", "H", "H", "H", "H", "H", "O", "H", "H", "C", "C", "C", "H", "H", "H", "C", "H", "H", "N", "H", "C", "C", "H", "C", "H", "H", "H", "C", "H", "H", "H", "C", "C", "H", "N", "H", "H", "H", "H", "C", "H", "H", "C", "H", "H", "H", "H", "O", "H", "H", "H", "C", "C", "H", "H", "H", "H", "C", "H", "N", "H", "O", "H", "C", "H", "O"], "xyz": [[-1.047013, -1.237583, 0.739330], [0.212547, -4.811793, -3.336290], [-0.442453, 2.010237, 4.162800], [-0.353853, 0.652827, -0.706320], [-0.487683, -4.739723, 5.564460], [2.022177, 1.642537, -5.931480], [0.301567, -2.486243, 1.023940], [-1.316993, -7.615593, -5.372290], [3.907817, 0.627927, -2.900620], [-0.183883, -5.131023, -2.372430], [-3.449933, 0.254687, 5.596680], [-4.589343, -1.595723, 6.335980], [0.401067, -2.726573, -2.588460], [-0.478253, 1.465417, 0.009440], [-0.314233, 4.376617, 0.570120], [3.178247, 1.970897, -3.554370], [0.479167, -2.681063, 4.888300], [1.681147, -5.167863, -3.168410], [-3.310383, -2.728313, 6.974910], [-0.376253, 4.482957, 1.653140], [-1.874433, -4.135173, 4.813320], [-0.972553, -2.954953, -3.615370], [-2.519613, -0.312423, 5.628310], [2.975457, 3.753097, 3.149770], [3.750527, 1.098907, -3.870950], [-1.188293, -8.696893, -5.324200], [-1.039763, 3.055567, -1.718710], [2.811087, -1.418913, -7.177100], [0.551277, -0.526173, 2.531740], [0.062947, -3.264613, -3.474060], [-0.642823, -2.394993, 3.740710], [-2.786653, -0.030363, -0.383660], [3.741967, -1.124143, -7.435310], [-1.678613, -2.022873, 0.806440], [0.957497, -3.078733, 1.512620], [-0.903813, 1.841837, 5.867820], [-2.704653, 5.345007, 0.179480], [2.198097, -0.824523, 1.891700], [3.652167, 1.798557, 3.633160], [3.643227, 1.161247, -6.539250], [3.053357, 0.211757, -4.823150], [0.054317, 5.306777, 0.137610], [-0.606123, -0.339613, 4.610110], [-4.117253, -3.201083, 5.574860], [4.411417, 2.009857, -0.831560], [-3.475673, -0.864583, -0.251620], [-0.551623, -5.482553, -4.496190], [-1.360073, -0.457013, -0.457640], [-0.627443, -6.919483, -4.367160], [-2.057643, -0.342253, 6.615120], [3.106267, 3.157837, -0.909610], [-2.931203, 5.622527, 1.560500], [-4.752843, 6.710357, 1.082370], [0.175737, -1.196953, -7.328530], [-2.880863, 0.592967, 0.505550], [-1.369343, -5.838003, 4.483960], [2.598987, 4.390817, 1.073380], [-2.441623, 3.699157, -1.878070], [1.848117, 0.329547, -7.975980], [-2.815183, -1.670323, 5.306650], [3.997927, 4.123327, 3.224410], [2.063677, -4.924093, -4.070820], [1.324917, -2.556533, 2.831810], [0.629517, -0.587623, -6.546930], [2.919027, 2.487337, 4.052910], [-3.111003, 0.551917, -1.246120], [-2.290273, 6.196977, -0.359530], [2.878477, -1.815733, -6.250770], [2.033847, -0.168873, -7.024570], [1.930397, -0.747853, 3.648000], [1.797957, -2.965263, 0.964110], [-2.160123, 0.020177, 3.231760], [0.599587, -2.793243, -4.297420], [3.539467, 2.374027, -0.288260], [-1.686233, 4.210907, -0.047770], [-3.689473, 5.050437, -0.183110], [-1.214603, 1.647557, 4.841290], [-2.163783, 3.293497, 0.296340], [1.151837, 0.917477, -2.811590], [2.823717, 1.552197, -0.268290], [-3.911053, 6.669467, 1.773610], [0.031777, -0.322283, -3.073130], [0.039397, 0.310407, -6.364130], [4.701807, 1.466987, -4.255240], [-3.793093, -2.300443, 6.096260], [2.736737, 3.449787, 1.605900], [-1.174343, -0.691893, 1.579630], [-1.539043, 3.897747, -1.470620], [3.137907, 2.750357, 5.087810], [2.264297, -3.040693, 3.098770], [-0.021573, 1.331587, -3.995450], [-4.234043, 6.666197, 2.814660], [0.104567, 0.765287, -3.072680], [0.406747, 3.617387, 0.267040], [2.060647, -4.483643, -2.529720], [1.495027, -1.046693, 2.694460], [0.584637, -1.131953, -5.603650], [2.187187, 5.635717, 3.398210], [1.970587, 4.640387, 4.611760], [1.913977, 2.066107, 4.030110], [-0.082413, -4.422973, 3.664360], [-2.626513, -0.871873, 3.314350], [-1.431663, -1.067563, -1.357750], [-2.939893, 0.660867, 3.271280], [2.733117, 0.823897, -6.043280], [0.254977, -2.999383, 3.870210], [-0.942053, -7.372733, -6.366540], [-2.058263, 2.301897, 4.621790], [1.868977, 2.793027, 1.544500], [-2.371473, -7.351783, -5.453340], [-1.038493, -4.809243, 4.626440], [-3.523233, 7.686467, 1.715320], [1.939147, 4.678297, 3.602970], [-1.596843, -5.173353, -4.497620], [-0.565253, 1.314527, -1.934250], [0.675797, 0.303117, -0.631240], [-1.566843, 0.174097, 4.575410], [-0.025243, -5.138363, -5.386450], [3.831347, 2.802877, 1.039320]], "forces_ev_per_a": [[1.028, -0.805, -0.793], [0.697, 0.477, 0.922], [0.202, -0.190, 0.039], [-0.190, 0.774, -0.163], [-0.147, -0.514, 0.547], [0.160, 0.491, 0.305], [-2.657, 0.498, -0.720], [0.049, 0.596, -1.270], [0.132, -0.865, -0.430], [-0.614, 0.072, -0.095], [-0.054, 0.349, 0.266], [-0.235, -0.329, 0.118], [0.164, -0.233, 0.301], [-0.032, -0.126, 0.495], [-0.524, 1.040, -0.222], [-0.517, 0.260, -0.679], [0.824, -0.768, 0.311], [-1.676, -0.015, -1.187], [-0.156, 0.434, 0.610], [0.209, -0.100, -0.030], [-0.228, 0.202, -0.875], [-0.261, -0.143, 0.017], [0.137, -1.575, 0.236], [-0.131, -0.933, -0.906], [-0.689, -0.327, -0.563], [0.001, 0.155, 0.766], [0.473, 0.105, 0.793], [-0.318, 1.006, -0.524], [0.181, -0.147, 0.049], [-0.528, -0.150, 0.075], [-0.436, -0.112, -0.616], [-0.950, 1.409, 0.868], [0.401, -0.367, -0.103], [-0.282, -0.177, -0.013], [2.055, 1.413, 0.971], [0.041, -0.178, -0.016], [0.451, -0.152, 0.230], [0.007, 0.204, 0.075], [-0.044, -0.281, 0.381], [0.172, 0.353, -0.005], [0.613, 0.702, 1.870], [0.355, 0.231, 0.198], [-0.172, -0.513, 0.117], [-0.474, 0.362, -0.353], [0.344, 0.128, 0.546], [0.139, -0.173, -0.144], [0.268, -1.232, 0.693], [-0.298, -0.690, -1.039], [0.915, 0.469, 0.552], [-0.070, 0.626, 0.235], [-0.108, 0.353, 0.127], [-0.402, 0.799, 0.070], [-0.131, -0.816, -0.056], [-0.132, 0.066, 0.121], [-0.362, 0.277, 0.057], [0.131, 0.211, -0.325], [-0.516, 0.168, 0.062], [-0.398, 0.380, -0.042], [0.555, 0.036, -0.111], [0.233, -0.008, -0.971], [0.129, 0.343, 0.031], [0.698, -0.139, -0.237], [-1.234, -2.204, 0.905], [0.114, 0.592, -0.017], [-0.006, 0.781, -1.218], [0.148, -0.041, -0.051], [-0.319, 0.456, -0.057], [0.167, -0.145, 0.156], [-0.324, -1.115, 1.720], [0.109, 0.333, -0.067], [0.609, -1.005, -0.586], [0.332, -0.029, 0.802], [0.260, -0.519, -0.222], [-0.065, -0.032, 0.186], [-0.616, -2.180, -0.031], [0.088, -0.016, -0.790], [-0.230, 0.159, -0.506], [-0.129, -0.119, 1.296], [0.533, -0.053, -0.391], [-0.292, -0.206, 0.072], [0.764, 0.351, 0.341], [-0.652, -0.010, -0.776], [-0.268, 0.047, -0.262], [0.042, -0.231, -0.228], [0.613, -0.448, 0.201], [0.135, 0.178, 1.899], [-0.281, 0.514, 0.424], [-0.439, 1.460, -1.189], [0.250, -0.081, -0.047], [0.151, 0.171, -0.040], [-0.848, -0.331, 0.226], [-0.222, -0.766, -0.104], [1.843, -0.066, 1.725], [-0.375, -0.207, 0.071], [0.122, 0.101, 0.165], [0.271, 0.121, 0.442], [0.453, -0.156, -0.044], [-0.031, 0.191, -0.362], [-0.315, 0.057, 0.275], [-0.059, -0.153, -0.108], [0.514, 2.442, -0.399], [-0.228, -0.581, -0.327], [1.074, -0.710, 0.043], [-0.277, 0.479, -0.594], [-0.581, -0.287, -1.213], [-0.860, -0.374, -1.179], [0.399, 0.254, -0.222], [-0.292, -0.041, 0.163], [-0.440, 0.151, -0.134], [-0.334, -0.069, 0.517], [0.659, -0.116, 1.565], [0.848, 0.027, -0.458], [0.345, -0.098, 0.179], [0.047, 0.723, -0.095], [-0.840, -0.341, -0.802], [0.199, -0.291, -0.006], [0.693, 1.556, 0.099], [-0.193, -0.347, -0.628], [0.938, -0.709, -0.885]], "mulliken_spin": [0.157, 0.000, 0.000, -0.012, 0.003, 0.000, -0.024, 0.000, 0.000, 0.000, 0.000, 0.000, -0.001, 0.000, 0.000, 0.000, -0.002, 0.000, 0.000, 0.000, 0.000, 0.000, 0.000, 0.000, 0.000, 0.000, 0.000, 0.000, 0.006, 0.000, -0.003, 0.021, 0.000, -0.004, 0.758, 0.000, 0.000, 0.005, -0.001, 0.000, 0.000, 0.000, 0.000, 0.000, 0.000, -0.001, 0.000, -0.007, 0.000, 0.000, 0.000, 0.000, 0.000, 0.000, -0.001, 0.001, 0.000, 0.000, 0.000, 0.000, 0.000, 0.000, 0.005, 0.000, -0.002, 0.003, 0.000, 0.000, 0.000, 0.005, -0.020, 0.003, 0.000, 0.000, 0.000, 0.000, -0.001, 0.000, 0.000, 0.000, 0.000, 0.001, 0.000, 0.000, 0.000, 0.000, -0.009, 0.000, 0.000, 0.015, 0.000, 0.000, -0.001, 0.000, 0.000, 0.065, 0.000, 0.000, 0.000, 0.002, 0.019, 0.000, 0.011, 0.000, 0.000, 0.007, 0.000, 0.000, 0.000, 0.000, -0.002, 0.000, 0.000, 0.000, -0.001, 0.003, 0.000, 0.000, 0.000]}

=====

[2]
{"formula": "C18H32BF4NO6S", "method": "ωB97M-V/def2-TZVPD", "mol_weight_g_mol": 477.3, "orbital_gap_ev": 9.8169, "max_force_ev_per_a": 4.3, "e_lumo_ev": 0.29, "homo_energy_ev": -9.53, "species": ["H", "H", "H", "H", "H", "H", "H", "H", "H", "H", "F", "C", "H", "F", "O", "O", "C", "H", "H", "C", "C", "C", "C", "C", "H", "S", "H", "C", "C", "H", "C", "H", "C", "O", "H", "H", "H", "H", "H", "C", "N", "C", "C", "H", "H", "O", "H", "F", "H", "C", "H", "H", "H", "H", "O", "O", "H", "C", "C", "B", "C", "H", "F"], "xyz": [[-1.312718, 1.771604, 0.145884], [-1.580373, 0.360553, -2.593425], [-9.407908, -0.598267, 2.041675], [-4.369962, 0.391456, 0.328475], [-6.116763, -0.990838, -1.411632], [0.350056, 0.372797, -1.660538], [0.200365, -2.331352, 0.922178], [3.978403, 1.260979, -2.419005], [4.354577, -0.396257, -0.803071], [4.126352, -2.327599, -3.894136], [3.571954, -0.373384, -4.405663], [-6.131503, 0.067143, -0.998231], [-3.393281, -1.075076, -1.487295], [5.350110, -0.925358, -3.016715], [-8.751907, -0.408409, -0.865000], [-6.801709, 0.045869, 0.307593], [2.440257, -0.588020, 0.305706], [-4.638026, 1.804069, -0.908347], [0.217526, -0.513299, 4.154088], [-8.801701, -1.325970, 1.396582], [-8.088590, -0.520363, 0.201877], [4.163232, 0.933974, 1.744742], [0.069369, 0.194748, 3.255973], [-2.200851, 0.849059, -1.751866], [4.693301, 1.228452, 0.763276], [1.460961, 2.622892, -0.352525], [6.588075, 0.183761, 1.157804], [4.043351, -1.278475, -3.429114], [3.231569, -0.309449, -1.054634], [-8.039923, -1.883169, 2.050356], [-4.662819, 0.677638, -0.741009], [-2.108416, 0.103864, 0.342815], [3.010853, -1.443954, -2.186655], [3.020741, 2.256317, -0.872811], [4.376405, -1.194931, 1.184071], [3.452743, 1.731871, 2.127442], [-3.981714, 0.010183, -2.830669], [2.138369, -1.704143, 0.264446], [2.169907, 1.169716, -2.503433], [3.046377, 1.110167, -1.755326], [6.539411, -0.042743, 2.167620], [1.077743, 0.203731, 0.544408], [-3.596798, 0.029990, -1.743040], [-0.252574, -1.096612, -0.759756], [6.297994, -1.042112, 2.205218], [-0.128930, -1.911286, 1.742783], [5.758597, 1.701968, 3.217102], [3.237814, -2.759145, -1.692129], [4.989519, 0.001946, 3.613287], [5.385021, 0.705530, 2.801985], [-9.493526, -2.116568, 0.964646], [3.145206, -0.920453, 2.499648], [-2.335085, 1.939449, -2.065884], [-1.052117, 0.471231, 3.278180], [1.207986, 1.592269, 0.949559], [1.406421, 4.039263, 0.172215], [0.687255, 1.132333, 3.426151], [-0.016146, 0.026864, -0.646337], [3.507694, -0.504444, 1.504508], [0.340729, -0.538668, 1.831391], [-1.417534, 0.740204, -0.325589], [-6.674450, 0.803188, -1.674319], [1.719081, -1.414736, -2.765534]], "forces_ev_per_a": [[0.013, -1.403, -0.594], [-0.731, 0.771, 1.376], [0.958, -1.037, -0.961], [-0.375, 0.711, -1.433], [0.045, 1.417, 0.392], [-0.365, -0.357, 1.360], [-0.448, 0.246, 0.538], [-1.421, -0.050, 1.138], [-1.729, 0.046, -0.456], [-0.094, 1.739, 0.421], [0.997, -1.299, 2.053], [0.949, 1.503, -0.157], [-0.257, 1.653, -0.167], [-2.428, -0.102, -0.517], [2.524, -0.400, 3.440], [-1.960, -1.815, -0.236], [0.205, -0.695, 0.047], [-0.231, -1.458, 0.496], [-0.192, 0.955, -1.468], [1.169, 0.242, 0.391], [-2.276, 0.234, -2.695], [1.414, -0.920, 0.354], [-0.446, -0.206, 0.320], [-0.191, -0.734, -0.095], [-1.113, 0.046, 1.477], [-1.092, 2.584, 0.355], [0.037, -0.032, 0.835], [0.058, -1.396, -0.661], [0.307, -0.449, -0.347], [-1.034, 1.075, -0.861], [0.033, -1.263, -0.407], [1.425, 0.874, -0.727], [0.474, 0.888, -0.238], [-0.575, -0.477, 0.782], [-1.379, 0.939, 0.497], [0.812, -1.089, -0.725], [0.354, 0.182, 1.660], [0.358, 1.684, -0.007], [1.094, -0.308, 1.379], [0.585, -0.148, -1.822], [-1.153, 0.099, -0.095], [-1.200, -1.822, -0.008], [0.339, 0.430, -0.416], [0.545, 1.646, 0.106], [0.350, 0.594, -0.058], [1.518, 2.420, -0.583], [-0.607, -1.461, -0.466], [-0.536, 2.371, -0.713], [0.616, 1.371, -0.710], [-0.619, -0.342, -0.710], [0.899, 1.344, 0.234], [-0.003, 0.530, -1.286], [-0.070, -1.460, 0.521], [1.628, -0.222, -0.008], [1.103, 0.694, -1.142], [0.985, -4.050, -0.797], [-0.883, -1.135, -0.309], [-0.282, -0.333, 0.484], [0.491, 0.358, -0.287], [-0.568, -1.309, 0.934], [-0.558, -0.226, -1.240], [0.490, -1.365, 0.668], [2.044, -0.288, 1.141]], "nbo_charge": [0.226, 0.203, 0.247, 0.218, 0.192, 0.226, 0.481, 0.229, 0.252, 0.169, -0.334, -0.074, 0.202, -0.341, -0.598, -0.535, -0.241, 0.214, 0.249, -0.717, 0.792, -0.433, -1.052, -0.399, 0.197, 1.696, 0.344, 0.504, -0.305, 0.229, -0.432, 0.218, 0.664, -0.701, 0.204, 0.236, 0.209, 0.230, 0.211, -0.120, -0.831, -0.126, -0.405, 0.216, 0.347, -0.903, 0.203, -0.344, 0.185, -0.219, 0.250, 0.222, 0.214, 0.258, -0.706, -0.867, 0.251, -0.439, -0.405, 1.112, -0.441, 0.207, -0.342]}

=====

| no. | total energy (eV) |
| --- | --- |
| 1 | -55033.9939 |
| 2 | -55338.6822 |